[1]
C9H14 | the ωB97M-V functional and the def2-TZVPD basis

E_LUMO: 1.1 eV
E: -9559.8383 eV
total charge: 0
molar mass: 122.2 g/mol
ΔE to the lowest compared entry with this formula, charge and spin: 33.1 kJ/mol
HOMO energy: -8.99 eV
SMILES: Cc1ccccc1.CC

Each line ends with the Mulliken charge.
Positions of all 23 atoms, in Å:
C1 -2.64410 -0.00918 1.79266  -1.38
C2 -0.48695 -0.15910 0.47187  -0.31
C3 -1.64380 0.54583 0.81427  0.70
C4 0.54167 0.46606 -0.20707  -0.18
C5 0.46014 1.82088 -0.48983  -0.61
C6 -1.74070 1.88508 0.44907  -0.47
C7 -0.70446 2.52252 -0.22215  -0.43
H1 -0.45885 -1.21158 0.72745  0.30
H2 1.42597 -0.08294 -0.49249  0.28
H3 -3.66885 0.10939 1.43395  0.34
H4 -2.55826 0.52907 2.73755  0.30
H5 1.32535 2.35920 -0.85719  0.36
H6 -2.69825 2.37011 0.56716  0.34
H7 -0.75589 3.57496 -0.46646  0.37
H8 -2.48587 -1.05362 2.04253  0.37
C8 2.07325 -2.75315 -0.61335  -0.67
C9 3.16422 -2.60140 -1.69308  -0.91
H9 2.45091 -2.44453 0.34938  0.28
H10 1.24262 -2.13533 -0.93594  0.06
H11 1.79777 -3.80394 -0.57077  0.43
H12 3.12143 -1.62090 -2.16958  0.28
H13 3.04193 -3.33498 -2.49082  0.29
H14 4.18849 -2.73533 -1.33988  0.27


[2]
C9H14 | the ωB97M-V functional and the def2-TZVPD basis

E_LUMO: 1.0 eV
E: -9559.8191 eV
total charge: 0
molar mass: 122.2 g/mol
ΔE to the lowest compared entry with this formula, charge and spin: 35.0 kJ/mol
HOMO energy: -9.07 eV
SMILES: Cc1ccccc1.CC

Each line ends with the Mulliken charge.
Positions of all 23 atoms, in Å:
C1 0.96887 2.01852 -1.37505  -1.28
C2 -3.09750 0.55001 -1.27944  -0.51
C3 -2.83185 1.88734 -1.52194  -0.41
C4 -2.02398 -0.30158 -1.06770  -0.42
C5 -1.52343 2.35203 -1.68645  -0.43
C6 -0.71924 0.16607 -1.13184  -0.34
C7 -0.45293 1.49577 -1.47047  0.62
H1 -4.14111 0.25334 -1.24401  0.36
H2 -3.61115 2.63920 -1.58529  0.34
H3 -2.19628 -1.36207 -0.94370  0.36
H4 -1.37189 3.36136 -2.03982  0.37
H5 0.07992 -0.55022 -1.01602  0.39
H6 1.50029 1.46539 -0.60890  0.32
H7 0.95825 3.04356 -1.02294  0.36
H8 1.51381 1.96194 -2.31092  0.28
C8 1.65165 -1.75377 2.57813  -0.72
C9 2.53350 -2.98029 2.52374  -0.89
H9 0.71834 -1.82135 2.03851  0.25
H10 1.43466 -1.45913 3.60461  0.30
H11 2.24060 -0.91255 2.21330  0.22
H12 3.49250 -2.92284 3.04002  0.29
H13 2.81535 -3.21094 1.48446  0.27
H14 2.06163 -3.91977 2.82172  0.29


[3]
C9H14 | the ωB97M-V functional and the def2-TZVPD basis

E_LUMO: 1.0 eV
E: -9559.6414 eV
total charge: 0
molar mass: 122.2 g/mol
ΔE to the lowest compared entry with this formula, charge and spin: 52.1 kJ/mol
HOMO energy: -9.00 eV
SMILES: Cc1ccccc1.CC

Each line ends with the Mulliken charge.
Positions of all 23 atoms, in Å:
C1 3.09348 0.91620 -0.00455  -0.58
C2 3.33906 2.40456 -0.34068  -0.90
H1 2.09570 0.60963 -0.28950  0.01
H2 3.72171 0.20299 -0.55475  0.34
H3 3.29301 0.70551 1.03887  0.33
H4 2.37261 2.87281 -0.50037  0.28
H5 3.83001 2.52322 -1.30309  0.27
H6 3.90751 2.85948 0.46399  0.27
C3 0.83513 -1.89328 -0.22249  -1.39
C4 -0.91224 -0.85503 1.19165  -0.47
C5 -0.49436 -1.21151 -0.09177  0.82
C6 -1.98823 -0.02068 1.39367  -0.36
C7 -1.20699 -0.69888 -1.15771  -0.47
C8 -2.67047 0.54653 0.32168  -0.55
C9 -2.30215 0.14107 -0.94159  -0.33
H7 -0.35039 -1.19795 2.05188  0.33
H8 -2.23780 0.26157 2.41193  0.34
H9 1.58411 -1.24646 0.23653  0.24
H10 1.24743 -2.12031 -1.19760  0.35
H11 -1.07027 -0.99705 -2.18848  0.34
H12 -3.38304 1.33114 0.52175  0.38
H13 -2.86727 0.50584 -1.78676  0.35
H14 0.86176 -2.75308 0.45397  0.40


[4]
C9H14 | the ωB97M-V functional and the def2-TZVPD basis

E_LUMO: 1.0 eV
E: -9558.1577 eV
total charge: 0
molar mass: 122.2 g/mol
ΔE to the lowest compared entry with this formula, charge and spin: 195.3 kJ/mol
HOMO energy: -9.09 eV
SMILES: Cc1ccccc1.CC

Each line ends with the Mulliken charge.
Positions of all 23 atoms, in Å:
C1 -0.27880 -2.39379 0.62071  -1.35
C2 2.31272 0.49461 -1.25782  -0.52
C3 1.12713 0.08453 -1.86622  -0.06
C4 2.52206 0.15459 0.06428  -0.37
C5 0.32290 -0.89035 -1.32331  -0.80
C6 1.59408 -0.74604 0.70123  -0.37
C7 0.59334 -1.29984 -0.04272  1.22
H1 3.12171 1.03367 -1.93057  0.25
H2 0.54987 0.60138 -2.73992  0.23
H3 3.49556 0.45850 0.45735  0.39
H4 -0.40863 -1.35607 -1.97362  0.33
H5 1.72712 -1.21281 1.77879  0.18
H6 -1.14073 -1.78622 1.09304  0.23
H7 0.25909 -2.96180 1.35154  0.40
H8 -0.82199 -3.21624 -0.02755  0.28
C8 -1.62524 2.03988 1.25202  -0.85
C9 -2.13612 1.25593 0.03753  -0.54
H9 -0.56955 2.18276 1.05495  0.21
H10 -2.08065 3.08647 1.38693  0.28
H11 -1.81760 1.64884 2.22911  0.29
H12 -3.02546 0.64269 0.31198  0.27
H13 -2.30891 1.83326 -0.84691  0.35
H14 -1.41189 0.34603 -0.33082  -0.05


[5]
C9H14 | the ωB97M-V functional and the def2-TZVPD basis

E_LUMO: 1.0 eV
E: -9558.9441 eV
total charge: 0
molar mass: 122.2 g/mol
ΔE to the lowest compared entry with this formula, charge and spin: 119.4 kJ/mol
HOMO energy: -8.71 eV
SMILES: Cc1ccccc1.CC

Each line ends with the Mulliken charge.
Positions of all 23 atoms, in Å:
C1 -1.38086 2.77492 0.76376  -1.44
C2 -0.02768 -1.20706 0.92523  -0.84
C3 -1.42217 -0.92256 0.95032  -0.27
C4 0.91979 -0.17537 0.77771  -0.30
C5 -1.91737 0.33424 0.83779  -0.90
C6 0.44236 1.15634 0.81339  -0.64
C7 -0.92899 1.35816 0.77311  1.28
H1 0.27618 -2.22924 0.96346  0.40
H2 -2.04990 -1.76542 1.02016  0.40
H3 1.99176 -0.32513 0.63752  0.46
H4 -2.92166 0.43423 0.79460  0.52
H5 1.21042 1.92224 0.85684  0.31
H6 -0.60118 3.34202 1.25812  0.36
H7 -2.43841 2.92273 1.12160  0.34
H8 -1.69870 2.98882 -0.25883  0.30
C8 1.25485 -1.96114 -1.98086  -0.62
C9 2.34556 -1.07347 -2.64027  -0.88
H9 1.68566 -2.43961 -1.07530  0.17
H10 0.45058 -1.33113 -1.60922  0.14
H11 0.81498 -2.72125 -2.62989  0.39
H12 2.82632 -0.58388 -1.85916  0.24
H13 2.98257 -1.59936 -3.28571  0.35
H14 1.75854 -0.31928 -3.25525  0.22


[6]
C9H14 | the ωB97M-V functional and the def2-TZVPD basis

E_LUMO: 1.0 eV
E: -9559.4734 eV
total charge: 0
molar mass: 122.2 g/mol
ΔE to the lowest compared entry with this formula, charge and spin: 68.3 kJ/mol
HOMO energy: -8.99 eV
SMILES: Cc1ccccc1.CC

Each line ends with the Mulliken charge.
Positions of all 23 atoms, in Å:
C1 -1.16091 2.42152 1.28806  -0.69
C2 0.08392 2.91339 2.02762  -0.84
H1 -2.02391 3.04215 1.54657  0.35
H2 -0.94699 2.45530 0.21612  0.23
H3 -1.52708 1.41108 1.43926  0.18
H4 0.60201 2.15592 2.62889  0.23
H5 -0.18280 3.69524 2.74013  0.31
H6 0.90437 3.18416 1.36174  0.26
C3 0.33260 -1.73391 -2.87338  -1.41
C4 0.17163 -0.42200 1.24829  -0.80
C5 -0.86017 -1.20752 0.69981  -0.40
C6 1.19101 -0.02218 0.38059  -0.34
C7 -0.82027 -1.56405 -0.63483  -0.26
C8 1.14259 -0.35954 -0.96215  -0.34
C9 0.19464 -1.19155 -1.51044  0.67
H7 0.25665 -0.33888 2.32339  0.43
H8 -1.68448 -1.43327 1.35947  0.41
H9 2.06242 0.49864 0.75540  0.44
H10 -1.63952 -2.22684 -0.92091  0.30
H11 2.04859 -0.05867 -1.49290  0.29
H12 -0.08687 -1.13819 -3.69720  0.28
H13 -0.13650 -2.71724 -2.95258  0.35
H14 1.34673 -1.87700 -3.26254  0.35


Q: The highest E_LUMO belongs to which entry?
A: number 1


Q: Which value of total charge does entry 2 give?
A: 0


Copy entry 3 word for word.
C9H14 | the ωB97M-V functional and the def2-TZVPD basis

E_LUMO: 1.0 eV
E: -9559.6414 eV
total charge: 0
molar mass: 122.2 g/mol
ΔE to the lowest compared entry with this formula, charge and spin: 52.1 kJ/mol
HOMO energy: -9.00 eV
SMILES: Cc1ccccc1.CC

Each line ends with the Mulliken charge.
Positions of all 23 atoms, in Å:
C1 3.09348 0.91620 -0.00455  -0.58
C2 3.33906 2.40456 -0.34068  -0.90
H1 2.09570 0.60963 -0.28950  0.01
H2 3.72171 0.20299 -0.55475  0.34
H3 3.29301 0.70551 1.03887  0.33
H4 2.37261 2.87281 -0.50037  0.28
H5 3.83001 2.52322 -1.30309  0.27
H6 3.90751 2.85948 0.46399  0.27
C3 0.83513 -1.89328 -0.22249  -1.39
C4 -0.91224 -0.85503 1.19165  -0.47
C5 -0.49436 -1.21151 -0.09177  0.82
C6 -1.98823 -0.02068 1.39367  -0.36
C7 -1.20699 -0.69888 -1.15771  -0.47
C8 -2.67047 0.54653 0.32168  -0.55
C9 -2.30215 0.14107 -0.94159  -0.33
H7 -0.35039 -1.19795 2.05188  0.33
H8 -2.23780 0.26157 2.41193  0.34
H9 1.58411 -1.24646 0.23653  0.24
H10 1.24743 -2.12031 -1.19760  0.35
H11 -1.07027 -0.99705 -2.18848  0.34
H12 -3.38304 1.33114 0.52175  0.38
H13 -2.86727 0.50584 -1.78676  0.35
H14 0.86176 -2.75308 0.45397  0.40